Entry 1:
61
Properties=species:S:1:pos:R:3 method="wB97M-V/def2-TZVPD" smiles="Cc1ccc2cc(CN(Cc3nnnn3Cc3ccco3)C[C@H]3CCCO3)c(=O)[nH]c2c1C" de_lowest_kcal_mol=57.63 molar_mass_da=448.5 gap_ev=8.53
C 6.58 0.69 -0.55
C 5.10 0.90 -0.66
C 4.57 1.36 -1.87
C 3.22 1.57 -2.03
C 2.35 1.33 -0.97
C 0.93 1.50 -1.08
C 0.10 1.24 -0.05
C -1.40 1.38 -0.15
N -2.03 0.06 -0.08
C -1.80 -0.73 -1.28
C -2.06 -2.16 -1.01
N -2.81 -2.99 -1.70
N -2.75 -4.16 -1.08
N -2.02 -4.10 -0.05
N -1.56 -2.85 0.05
C -0.67 -2.42 1.10
C 0.75 -2.48 0.66
C 1.85 -3.05 1.24
C 2.94 -2.78 0.38
C 2.43 -2.06 -0.66
O 1.11 -1.87 -0.50
C -3.40 0.08 0.37
C -4.42 0.84 -0.50
C -5.85 0.69 0.03
C -6.00 1.92 0.92
C -5.18 2.95 0.14
O -4.14 2.24 -0.50
C 0.63 0.77 1.22
O -0.04 0.49 2.21
N 2.00 0.64 1.28
C 2.87 0.87 0.25
C 4.25 0.66 0.42
C 4.75 0.17 1.74
H 7.07 0.94 -1.49
H 6.81 -0.35 -0.32
H 7.01 1.32 0.23
H 5.24 1.54 -2.70
H 2.83 1.92 -2.97
H 0.54 1.85 -2.02
H -1.75 1.94 0.72
H -1.67 1.93 -1.06
H -2.42 -0.42 -2.14
H -0.75 -0.62 -1.56
H -0.81 -3.09 1.94
H -0.95 -1.40 1.37
H 1.87 -3.60 2.15
H 3.96 -3.08 0.51
H 2.88 -1.65 -1.54
H -3.40 0.51 1.38
H -3.73 -0.96 0.45
H -4.34 0.48 -1.54
H -6.56 0.72 -0.79
H -5.98 -0.25 0.57
H -5.56 1.74 1.90
H -7.03 2.23 1.05
H -5.80 3.44 -0.62
H -4.73 3.72 0.78
H 2.36 0.31 2.16
H 5.83 0.03 1.74
H 4.51 0.88 2.53
H 4.29 -0.79 1.99

***

Entry 2:
68
Properties=species:S:1:pos:R:3 method="wB97M-V/def2-TZVPD" de_lowest_kcal_mol=0.00 molar_mass_da=834.3 gap_ev=5.10 charge=-2
Rb 0.57 -0.60 0.68
C 3.21 -4.25 -1.76
C 2.80 -3.00 -1.02
N 1.76 -2.31 -1.32
N 0.98 -2.78 -2.31
C 0.16 -1.91 -2.85
N -0.70 -2.51 -3.78
S 0.02 -0.23 -2.65
C 3.61 -2.57 0.12
C 4.61 -3.41 0.62
C 5.32 -3.02 1.75
C 5.00 -1.82 2.36
C 4.00 -1.05 1.79
N 3.33 -1.40 0.70
H 2.61 -4.34 -2.66
H 3.06 -5.15 -1.15
H 4.27 -4.21 -2.02
H -0.37 -3.40 -4.11
H -0.99 -1.87 -4.51
H 4.83 -4.35 0.14
H 6.08 -3.67 2.16
H 5.49 -1.50 3.27
H 3.71 -0.11 2.25
S 2.21 2.23 4.70
S 1.42 0.56 5.62
S 2.42 -1.16 5.04
S 1.17 -2.26 3.89
Se -0.49 4.44 -0.14
Se 1.61 2.29 2.54
C -0.27 2.20 2.93
C -0.98 3.34 3.31
C -2.28 3.18 3.74
C -2.83 1.90 3.78
C -2.05 0.84 3.35
N -0.80 0.98 2.93
C 1.02 3.61 -0.90
C 1.61 4.14 -2.06
C 2.70 3.52 -2.63
C 3.19 2.34 -2.05
C 2.54 1.87 -0.93
N 1.49 2.48 -0.36
H -0.51 4.31 3.22
H -2.87 4.04 4.03
H -3.84 1.73 4.12
H -2.44 -0.18 3.34
H 1.20 5.05 -2.49
H 3.16 3.93 -3.52
H 4.02 1.80 -2.47
H 2.86 0.94 -0.46
O -1.99 -1.24 0.39
C -3.04 -0.84 -0.08
C -3.81 -1.53 -1.19
C -3.73 -0.79 -2.53
C -4.65 0.42 -2.65
C -4.39 1.54 -1.64
C -4.64 1.10 -0.20
N -3.57 0.32 0.40
H -4.86 -1.67 -0.90
H -3.34 -2.51 -1.29
H -3.98 -1.49 -3.32
H -2.69 -0.50 -2.70
H -5.70 0.10 -2.54
H -4.55 0.84 -3.65
H -5.05 2.38 -1.85
H -3.36 1.90 -1.72
H -5.58 0.53 -0.14
H -4.77 1.98 0.44
H -2.92 0.82 1.00

***

Entry 3:
60
Properties=species:S:1:pos:R:3 method="wB97M-V/def2-TZVPD" molar_mass_da=671.9 spin_multiplicity=3 gap_ev="8.95 / 7.28" charge=+2
Ni 1.00 0.96 0.94
Br 3.24 2.86 0.78
C 4.19 1.58 1.83
Br 3.43 -0.16 1.51
H 4.06 1.87 2.85
H 5.22 1.62 1.54
C 0.53 4.04 -1.94
P -0.77 3.27 -0.93
C -1.72 2.25 -2.11
C -1.83 4.49 -0.24
O -0.09 2.49 0.16
H 0.10 4.74 -2.58
H 1.12 3.30 -2.46
H 1.20 4.66 -1.26
H -2.46 2.76 -2.77
H -2.32 1.48 -1.62
H -1.00 1.75 -2.77
H -2.27 5.04 -1.12
H -1.29 5.15 0.44
H -2.64 3.91 0.26
C 2.62 -4.96 1.01
C 1.98 -4.23 2.04
C 1.32 -3.08 1.71
C 1.27 -2.66 0.36
C 1.88 -3.39 -0.65
C 2.53 -4.60 -0.32
As 0.34 -1.04 -0.07
C 0.42 -0.66 -1.95
C -0.60 -1.13 -2.79
C -0.54 -0.81 -4.15
C 0.55 -0.12 -4.64
C 1.57 0.26 -3.82
C 1.52 0.04 -2.45
C -1.38 -1.41 0.55
C -2.13 -0.38 1.14
C -3.31 -0.69 1.76
C -3.74 -1.97 1.82
C -3.09 -2.99 1.16
C -1.93 -2.69 0.46
H 3.13 -5.92 1.27
H 2.09 -4.56 3.11
H 0.77 -2.50 2.42
H 1.92 -3.03 -1.66
H 2.98 -5.21 -1.10
H -1.46 -1.61 -2.37
H -1.37 -1.11 -4.81
H 0.57 0.09 -5.69
H 2.41 0.68 -4.34
H 2.33 0.32 -1.67
H -1.73 0.62 1.17
H -3.88 0.17 2.08
H -4.66 -2.16 2.34
H -3.49 -3.93 0.98
H -1.42 -3.50 -0.11
C -1.16 1.85 4.81
C -0.28 1.38 3.74
N 0.43 1.06 2.91
H -0.55 1.97 5.75
H -1.92 1.06 4.92
H -1.68 2.80 4.59

***

Entry 4:
76
Properties=species:S:1:pos:R:3 method="wB97M-V/def2-TZVPD" molar_mass_da=854.2 gap_ev=9.46
In -0.51 -0.36 -0.19
C -1.91 -1.54 3.50
C -0.67 -0.71 3.44
C 0.14 -0.26 4.50
C 1.15 0.46 3.91
C 2.31 1.16 4.55
N 0.95 0.44 2.57
N -0.18 -0.28 2.29
B 1.85 1.03 1.45
N 1.00 2.07 0.66
N -0.29 1.74 0.35
C -1.02 2.85 0.36
C -2.50 2.87 0.23
C -0.18 3.94 0.67
C 1.07 3.41 0.85
C 2.34 4.10 1.23
N 2.36 -0.16 0.58
N 1.45 -1.14 0.30
C 2.07 -2.31 0.27
C 1.37 -3.62 0.22
C 3.44 -2.09 0.50
C 3.58 -0.73 0.69
C 4.80 0.05 1.01
H -1.94 -2.12 4.42
H -1.97 -2.22 2.65
H -2.81 -0.91 3.48
H 0.01 -0.45 5.55
H 2.26 1.02 5.63
H 2.30 2.23 4.34
H 3.26 0.75 4.20
H 2.79 1.58 1.94
H -2.89 1.97 -0.24
H -2.82 3.72 -0.36
H -2.94 2.97 1.23
H -0.47 4.97 0.74
H 2.24 5.17 1.02
H 3.18 3.71 0.66
H 2.56 3.98 2.29
H 0.29 -3.50 0.14
H 1.59 -4.16 1.14
H 1.71 -4.23 -0.62
H 4.22 -2.83 0.52
H 5.68 -0.57 0.87
H 4.80 0.40 2.04
H 4.89 0.92 0.36
F 3.05 -3.54 -2.78
C 2.50 -2.43 -3.29
F 2.79 -1.40 -2.50
F 3.04 -2.21 -4.49
S 0.68 -2.65 -3.44
O 0.17 -2.56 -2.09
O 0.52 -3.86 -4.18
N 0.30 -1.39 -4.30
S -0.33 -0.11 -3.67
O 0.25 0.29 -2.38
O -1.75 0.00 -3.78
C 0.42 1.05 -4.91
F 0.00 0.72 -6.12
F 0.08 2.32 -4.67
F 1.75 0.95 -4.85
Cl -4.54 1.37 -2.35
C -3.76 2.57 -3.40
Cl -2.12 2.96 -2.87
H -4.36 3.47 -3.39
H -3.70 2.15 -4.40
C -5.03 -2.37 -0.16
C -4.02 -2.99 -0.89
C -2.75 -2.43 -0.94
C -2.46 -1.26 -0.25
C -3.48 -0.66 0.50
C -4.75 -1.20 0.54
H -6.02 -2.80 -0.14
H -4.23 -3.90 -1.44
H -1.99 -2.92 -1.53
H -3.28 0.22 1.10
H -5.53 -0.72 1.12

***

Entry 5:
107
Properties=species:S:1:pos:R:3 method="wB97M-V/def2-TZVPD" molar_mass_da=4187.1 gap_ev=9.41
C 5.79 0.90 2.88
C 4.68 -0.07 3.27
C 3.26 0.49 3.07
F 3.31 1.84 2.74
C 2.47 -0.27 1.98
O 2.05 0.68 0.95
S 0.90 0.06 0.07
O 1.40 -0.48 -1.15
O -0.20 0.98 0.07
O 0.54 -1.12 1.05
C 1.14 -0.89 2.40
C 1.20 -2.30 3.00
C 2.48 -2.74 3.67
O 2.75 -1.92 4.79
C 0.19 0.16 3.05
C -0.19 0.00 4.49
O 0.48 -0.41 5.40
I -2.19 0.76 4.89
H 6.69 0.34 2.63
H 6.04 1.57 3.70
H 5.52 1.49 2.01
H 4.78 -1.00 2.72
H 4.78 -0.33 4.32
H 2.69 0.43 4.00
H 3.08 -1.00 1.46
H 1.05 -2.97 2.16
H 0.36 -2.45 3.68
H 2.37 -3.78 3.99
H 3.33 -2.72 2.98
H 3.61 -2.15 5.14
H 0.65 1.15 3.01
H -0.71 0.22 2.46
C 6.19 -4.83 2.01
Br 6.11 -4.21 3.83
Br 4.83 -4.00 0.94
Br 7.93 -4.58 1.24
H 5.98 -5.89 2.02
C -0.02 1.65 -4.29
Br -1.24 3.13 -4.16
Br -0.47 0.42 -5.70
Br 1.78 2.30 -4.45
H -0.08 1.10 -3.37
C -0.28 -6.23 2.66
Br -0.17 -5.70 4.51
Br -1.58 -5.19 1.70
Br 1.44 -6.15 1.80
H -0.59 -7.26 2.66
C -3.36 6.78 -5.19
Br -2.82 6.25 -3.43
Br -3.66 8.67 -5.34
Br -2.11 6.14 -6.50
H -4.30 6.30 -5.40
C -4.33 7.19 -9.12
Br -3.34 7.23 -10.76
Br -5.48 8.72 -8.94
Br -5.28 5.54 -8.88
H -3.61 7.25 -8.32
C 5.28 -1.87 -2.30
Br 4.81 -0.43 -3.47
Br 4.17 -3.42 -2.60
Br 7.14 -2.31 -2.42
H 5.10 -1.55 -1.28
C -5.37 7.58 -0.65
Br -4.36 9.18 -1.01
Br -6.31 7.69 1.02
Br -6.56 7.16 -2.09
H -4.67 6.77 -0.56
C 2.49 6.43 -4.91
Br 2.13 5.67 -6.64
Br 0.87 6.65 -3.90
Br 3.79 5.39 -3.94
H 2.91 7.40 -5.08
C 2.15 -1.70 7.79
Br 2.26 -0.14 8.90
Br 3.70 -2.84 8.01
Br 0.53 -2.69 8.10
H 2.13 -1.38 6.76
C 0.30 -9.51 5.17
Br 1.98 -10.31 5.65
Br -0.11 -9.82 3.31
Br -1.13 -10.07 6.31
H 0.40 -8.44 5.29
C -0.84 -3.04 -3.02
Br -1.33 -3.82 -4.71
Br -2.40 -2.54 -2.00
Br 0.30 -4.21 -2.02
H -0.29 -2.13 -3.23
C -8.02 3.77 1.02
Br -7.69 4.40 2.80
Br -9.42 4.77 0.16
Br -6.41 3.77 -0.04
H -8.35 2.75 1.09
C 0.20 2.89 -9.63
Br 0.46 0.99 -9.71
Br -0.41 3.61 -11.30
Br -0.98 3.37 -8.19
H 1.16 3.34 -9.42
C -4.45 -7.79 8.36
Br -5.96 -7.41 7.24
Br -4.01 -9.66 8.31
Br -2.94 -6.70 7.90
H -4.73 -7.55 9.37
C -4.56 1.73 -5.83
Br -5.89 1.21 -7.12
Br -4.92 3.49 -5.14
Br -4.38 0.44 -4.43
H -3.61 1.78 -6.35

***

Entry 6:
65
Properties=species:S:1:pos:R:3 method="wB97M-V/def2-TZVPD" de_lowest_kcal_mol=0.00 molar_mass_da=735.6 gap_ev=4.68 charge=-1
Pt 1.71 -0.15 0.62
O 4.34 0.28 1.85
S 3.37 -0.65 2.39
O 3.78 -1.35 3.58
O 2.05 0.08 2.58
O 2.99 -1.63 1.28
Cl -2.01 -3.29 -0.12
C -0.65 -4.02 0.72
Cl 0.52 -2.79 1.40
H -0.11 -4.62 -0.01
H -1.05 -4.61 1.53
C -3.17 0.14 -0.60
C -2.04 0.01 -1.58
C -2.24 0.30 -2.93
C -1.16 0.23 -3.80
C -1.36 0.49 -5.27
C 0.11 -0.05 -3.33
C 0.36 -0.34 -1.97
C -0.79 -0.37 -1.15
N 1.57 -0.49 -1.35
C 2.86 -0.84 -1.96
C 3.94 0.08 -1.35
C 3.14 -2.32 -1.62
C 2.99 -0.73 -3.48
H -4.12 0.27 -1.11
H -2.99 1.01 0.04
H -3.23 -0.72 0.06
H -3.22 0.57 -3.28
H -2.36 0.85 -5.48
H -1.20 -0.43 -5.84
H -0.65 1.23 -5.64
H 0.89 0.00 -4.06
H -0.67 -0.67 -0.11
H 4.02 -0.01 -0.27
H 3.71 1.12 -1.60
H 4.91 -0.16 -1.77
H 3.19 -2.46 -0.55
H 4.09 -2.63 -2.05
H 2.34 -2.93 -2.03
H 2.85 0.29 -3.83
H 2.31 -1.41 -3.98
H 4.01 -1.02 -3.75
C -0.11 3.57 -0.37
C 0.65 2.41 -0.45
N 0.54 1.45 0.50
C -0.30 1.62 1.51
C -1.09 2.77 1.70
C -0.97 3.76 0.68
C -1.89 3.01 2.84
C -2.26 2.21 3.91
C -2.27 0.82 4.11
C -2.68 0.30 5.38
C -2.75 -1.06 5.53
N -2.47 -1.91 4.53
C -2.10 -1.35 3.39
N -1.99 -0.08 3.13
H -0.01 4.31 -1.14
H 1.33 2.23 -1.26
H -0.38 0.82 2.23
H -1.55 4.67 0.76
H -2.24 4.03 2.91
H -2.69 2.76 4.74
H -2.92 0.97 6.19
H -3.05 -1.51 6.46
H -1.87 -2.04 2.58

***

Entry 7:
59
Properties=species:S:1:pos:R:3 method="wB97M-V/def2-TZVPD" smiles="COc1ccccc1CCCNC(=O)[C@H]1CCC(=O)N(CCc2ccc(Cl)cc2)C1" de_lowest_kcal_mol=0.52 molar_mass_da=429.0 gap_ev=9.42
C 2.62 0.50 -2.54
O 2.91 -0.38 -1.48
C 3.21 0.15 -0.26
C 3.17 1.51 0.03
C 3.46 1.96 1.31
C 3.79 1.06 2.31
C 3.84 -0.29 2.02
C 3.55 -0.77 0.75
C 3.59 -2.25 0.47
C 2.40 -3.01 1.06
C 1.06 -2.63 0.43
N 0.58 -1.36 0.91
C -0.64 -1.18 1.44
O -1.46 -2.08 1.54
C -0.92 0.25 1.92
C -0.35 1.32 0.98
C -1.23 2.57 1.03
C -2.59 2.20 0.47
O -3.16 2.84 -0.40
N -3.08 1.07 1.01
C -4.30 0.48 0.48
C -4.00 -0.74 -0.41
C -3.07 -0.38 -1.53
C -1.84 -1.02 -1.66
C -0.95 -0.67 -2.66
C -1.29 0.33 -3.54
Cl -0.18 0.79 -4.80
C -2.51 0.97 -3.45
C -3.40 0.61 -2.45
C -2.43 0.45 2.14
H 1.71 1.08 -2.35
H 3.45 1.18 -2.74
H 2.46 -0.13 -3.41
H 2.92 2.23 -0.73
H 3.43 3.02 1.52
H 4.03 1.41 3.30
H 4.11 -1.00 2.79
H 4.51 -2.66 0.90
H 3.62 -2.40 -0.61
H 2.57 -4.08 0.90
H 2.35 -2.84 2.14
H 0.30 -3.37 0.68
H 1.18 -2.59 -0.66
H 1.23 -0.59 0.86
H -0.42 0.33 2.90
H -0.35 0.95 -0.05
H 0.67 1.58 1.25
H -0.82 3.37 0.42
H -1.33 2.93 2.06
H -4.79 1.26 -0.10
H -4.95 0.18 1.31
H -4.94 -1.11 -0.81
H -3.54 -1.53 0.19
H -1.58 -1.81 -0.97
H 0.00 -1.17 -2.74
H -2.77 1.75 -4.16
H -4.35 1.12 -2.39
H -2.59 1.07 3.03
H -2.88 -0.53 2.31

***

| no. | DFT total energy (eV) |
| --- | --- |
| 1 | -40425.0141 |
| 2 | -223349.1885 |
| 3 | -280138.4985 |
| 4 | -112852.7635 |
| 5 | -3211203.6766 |
| 6 | -78637.1171 |
| 7 | -47005.6820 |